[1]
117
Properties=species:S:1:pos:R:3:forces:R:3 method="wB97M-V/def2-TZVPD" largest_force_ha_per_bohr=0.030 multiplicity=1 charge=+1 orbital_gap_ev=7.01 energy_ev=-149928.485 lumo_energy_ev=-2.0 homo_energy_ev=-9.056 relative_energy_ev=0.993
Ca 0.33219 1.45610 -0.75648 -0.34 -1.49 -0.12
C -3.29921 5.13023 -2.19327 -0.04 -0.02 -0.03
C -2.61497 3.77913 -2.38434 0.24 0.09 0.01
C -1.46176 3.91409 -3.38799 -0.09 0.05 0.04
P -1.91902 2.99225 -0.85733 -0.87 0.61 0.10
C -3.35534 2.24111 0.06761 0.03 0.17 0.02
C -2.90026 1.84656 1.47574 -0.02 0.07 -0.09
C -4.69637 2.97459 0.08550 0.02 -0.04 0.02
C -1.27921 4.28667 0.24575 0.07 -0.01 0.02
C -2.14247 5.17472 0.90724 0.00 -0.08 0.02
C -1.71275 5.99234 1.92842 0.05 0.05 0.03
C -0.38621 5.88780 2.34681 -0.03 -0.02 0.00
C 0.48719 5.04422 1.69872 0.01 -0.09 -0.08
C 0.09672 4.26530 0.58489 0.18 0.15 -0.06
N 1.01725 3.47003 -0.11555 0.24 0.40 0.18
C 2.32772 3.94791 -0.27031 -0.16 0.13 -0.02
C 2.61832 5.33090 -0.31471 -0.12 -0.10 0.05
C 3.90762 5.80944 -0.39053 0.01 -0.03 -0.01
C 4.98875 4.93234 -0.44393 0.02 0.07 0.00
C 4.72937 3.58007 -0.50803 -0.06 -0.02 -0.02
C 3.42369 3.06732 -0.46753 -0.02 0.01 0.03
P 3.04377 1.31656 -0.74715 1.10 0.22 0.16
C 3.85808 0.81105 -2.34130 -0.15 0.10 -0.02
C 2.88494 1.20914 -3.46221 0.10 -0.04 0.08
C 5.25280 1.33158 -2.67849 0.01 -0.07 -0.04
C 3.81529 0.34120 0.63263 -0.07 0.09 0.02
C 3.20195 0.85453 1.94199 0.07 -0.06 -0.09
C 5.33699 0.28609 0.72402 -0.02 -0.01 0.01
H -3.63740 5.50565 -3.16248 0.01 -0.01 0.04
H -2.60133 5.85911 -1.77789 -0.02 -0.01 -0.01
H -4.16941 5.07167 -1.54044 0.05 0.04 -0.01
H -3.33688 3.05330 -2.76918 -0.05 -0.07 -0.02
H -0.68401 4.56970 -2.98692 0.01 -0.02 -0.01
H -1.81598 4.35025 -4.32363 0.01 0.00 0.01
H -1.01028 2.94757 -3.61966 0.02 -0.04 -0.02
H -3.51267 1.31702 -0.48738 -0.03 -0.10 -0.11
H -2.73182 2.72290 2.10129 0.00 0.03 0.01
H -1.96666 1.27308 1.45582 0.00 -0.01 0.02
H -3.65760 1.22315 1.95651 0.01 0.00 -0.01
H -4.64550 3.93900 0.58918 -0.04 -0.07 0.00
H -5.42399 2.36660 0.63010 0.00 0.02 -0.04
H -5.08321 3.12663 -0.92345 0.00 0.01 0.06
H -3.18176 5.21685 0.61422 0.06 0.02 -0.02
H -2.39445 6.68316 2.40780 0.02 -0.05 -0.01
H -0.03647 6.46994 3.19134 0.00 -0.01 -0.04
H 1.51082 4.97183 2.04005 0.04 0.04 -0.02
H 1.79494 6.03134 -0.27847 0.01 0.02 0.04
H 4.07573 6.88010 -0.41050 -0.01 -0.04 0.01
H 6.00610 5.30209 -0.46900 -0.05 -0.02 -0.01
H 5.56330 2.90042 -0.60754 -0.02 -0.02 0.01
H 3.89408 -0.28118 -2.28032 -0.01 -0.06 0.03
H 2.75189 2.29419 -3.47843 -0.02 0.01 -0.01
H 1.90234 0.74153 -3.33706 -0.02 -0.03 -0.02
H 3.27059 0.90797 -4.43773 -0.02 0.01 0.00
H 5.24050 2.41225 -2.81710 0.01 -0.01 0.00
H 5.58178 0.88081 -3.61854 0.00 0.02 0.03
H 5.99408 1.08697 -1.91888 -0.02 0.03 -0.02
H 3.45411 -0.67700 0.45649 -0.01 -0.04 -0.03
H 3.53452 1.87305 2.14713 0.00 0.02 0.01
H 3.50220 0.22335 2.78216 0.00 0.01 -0.02
H 2.10823 0.86923 1.90465 -0.02 0.00 0.02
H 5.77139 1.27735 0.85902 -0.01 -0.01 -0.01
H 5.77847 -0.17901 -0.15785 0.01 0.03 0.03
H 5.62431 -0.31453 1.59201 0.01 0.02 -0.04
C -4.17890 -1.27893 -1.44058 -0.03 0.11 -0.04
Te -2.15176 -1.21049 -0.71940 -0.09 -0.13 -0.14
C -1.74558 -1.87386 -2.72014 -0.04 -0.05 -0.02
C -2.96743 -2.66524 -3.11755 -0.04 -0.01 0.06
C -2.92008 -3.65636 -4.09086 -0.02 0.05 0.00
C -4.06737 -4.36637 -4.41976 0.05 0.00 0.01
C -5.26383 -4.08680 -3.77545 -0.01 -0.04 0.04
C -5.31646 -3.09624 -2.80428 -0.03 0.07 -0.02
C -4.17375 -2.37848 -2.47402 0.11 -0.04 0.00
H -4.42048 -0.31444 -1.89368 -0.01 -0.03 0.03
H -4.88528 -1.46345 -0.63232 0.09 -0.03 0.01
H -0.83840 -2.46983 -2.74746 0.03 -0.04 0.04
H -1.61841 -0.99809 -3.35876 0.04 0.00 0.01
H -1.98309 -3.87470 -4.59147 -0.03 -0.02 0.03
H -4.02190 -5.14683 -5.16933 -0.01 0.04 0.03
H -6.15490 -4.65325 -4.01621 0.03 0.04 -0.01
H -6.25283 -2.87615 -2.30308 0.04 -0.03 -0.01
Cl -3.10221 -7.69837 -0.36590 -0.03 -0.01 -0.05
C -1.91343 -6.70704 0.40036 0.01 0.11 0.06
C -2.28178 -5.50274 0.97378 -0.08 0.03 -0.02
C -1.31344 -4.74050 1.60471 -0.06 0.06 -0.04
C 0.01744 -5.13731 1.67361 0.15 -0.05 -0.06
C 0.97468 -4.26010 2.44393 -0.02 0.01 -0.01
C 2.18134 -3.71235 1.67986 0.01 0.07 0.04
N 1.81103 -2.85707 0.55611 -0.01 -0.10 0.00
C 2.17713 -3.02016 -0.75769 -0.07 0.00 0.01
C 1.65685 -1.95348 -1.42918 0.05 0.10 0.08
N 0.98164 -1.13418 -0.54735 -0.10 0.02 0.02
C 1.09472 -1.72052 0.63268 0.01 0.10 -0.15
O 1.45903 -4.96293 3.57138 -0.02 0.07 0.20
C 1.56491 -4.16286 4.75530 -0.10 0.00 -0.07
C 0.23790 -3.60136 5.17756 0.09 -0.10 0.00
C -0.14978 -2.30348 5.03416 -0.13 -0.01 0.07
Cl 0.80281 -1.00143 4.42403 0.00 -0.01 -0.06
S -1.76771 -2.02377 5.53622 0.07 0.02 0.02
C -1.94992 -3.67515 5.96199 -0.09 0.00 0.01
C -0.82229 -4.38949 5.72360 0.04 -0.08 -0.06
C 0.35108 -6.35774 1.08316 -0.07 0.04 0.04
Cl 1.96395 -7.00482 1.14320 0.03 0.10 0.02
C -0.60015 -7.13895 0.44906 0.07 -0.11 -0.04
H -3.31142 -5.17329 0.93221 0.03 -0.01 0.01
H -1.60423 -3.80654 2.07508 0.01 -0.03 -0.03
H 0.39325 -3.39765 2.77608 -0.12 0.03 0.00
H 2.79161 -4.52742 1.31672 0.11 -0.06 -0.15
H 2.77833 -3.12129 2.37519 0.05 -0.02 0.02
H 2.75722 -3.86648 -1.09041 -0.05 0.06 0.06
H 1.75068 -1.71528 -2.47813 -0.06 -0.04 0.07
H 0.69696 -1.33877 1.56291 0.01 -0.08 -0.02
H 2.28623 -3.35231 4.61862 0.04 -0.01 -0.02
H 1.95196 -4.83818 5.51363 0.03 -0.02 0.03
H -2.88629 -4.01928 6.37731 0.09 0.01 -0.04
H -0.72673 -5.45174 5.91401 -0.02 0.10 0.00
H -0.31590 -8.08606 0.01106 -0.02 0.03 0.01

[2]
12
Properties=species:S:1:pos:R:3:forces:R:3 method="wB97M-V/def2-TZVPD" largest_force_ha_per_bohr=0.022 multiplicity=1 orbital_gap_ev=11.07 energy_ev=-8800.823 lumo_energy_ev=0.9 homo_energy_ev=-10.212 relative_energy_ev=2.596
N -1.87138 0.72353 -2.31985 0.68 0.12 0.89
C -1.13541 0.85903 -1.43810 -0.73 -0.04 -0.81
C -0.13281 1.01538 -0.37282 0.04 0.08 -0.24
O -0.65727 0.93432 0.96496 0.00 0.07 0.06
C 0.29543 -0.09209 1.27203 0.20 -0.12 0.28
C 0.00163 -1.30149 0.46046 -0.05 -0.13 0.00
C 0.79284 -0.16774 -0.14111 0.27 0.02 -0.17
H 0.39646 1.96518 -0.50944 -0.07 -0.16 -0.03
H 0.85095 -0.03542 2.20391 -0.29 -0.04 -0.12
H 0.59914 -2.17892 0.69579 -0.13 0.14 -0.08
H -1.02191 -1.48463 0.13171 0.23 0.02 0.12
H 1.79228 -0.27222 -0.54393 -0.16 0.05 0.09

[3]
20
Properties=species:S:1:pos:R:3:forces:R:3 method="wB97M-V/def2-TZVPD" largest_force_ha_per_bohr=0.089 multiplicity=1 charge=+1 orbital_gap_ev=11.48 energy_ev=-12429.439 lumo_energy_ev=-3.0 homo_energy_ev=-14.480 relative_energy_ev=2.801
C 4.11455 -0.21845 -0.08522 1.86 0.68 0.83
C -2.27220 -0.42576 -0.76119 -3.33 0.68 -1.91
C -2.20965 0.16489 0.60487 -2.02 2.57 0.42
C -0.93249 -0.27594 -1.32735 2.92 -2.00 2.89
C -0.88423 -0.21142 1.04617 0.52 0.61 1.87
N 5.30123 -0.28543 -0.01760 1.76 -1.00 1.39
N -0.13914 0.23159 -0.10439 2.74 1.05 0.08
O 2.98859 0.05465 -0.19935 -1.75 -0.25 -0.36
O -0.13411 1.62685 -0.00277 -0.11 1.35 -1.32
H -2.53288 -1.47261 -0.67246 -0.29 -0.18 -0.33
H -3.00075 0.12761 -1.45278 0.66 -1.09 1.18
H -2.18768 1.33343 0.51843 -0.74 -2.28 0.47
H -2.94979 -0.20667 1.30504 -0.39 0.30 -0.17
H -0.38731 -1.25102 -1.33682 -0.61 0.52 -1.21
H -0.73112 0.36450 -2.11265 0.29 1.08 -1.70
H -0.61701 0.28284 1.96495 0.61 0.77 0.07
H -0.75010 -1.19826 1.33588 0.29 -2.38 -0.44
H 0.87746 0.03601 -0.16623 -0.42 -0.76 0.01
H 6.06946 -0.55916 0.68395 -2.16 0.58 -1.82
H 0.37718 1.88234 0.77951 0.17 -0.25 0.04

[4]
11
Properties=species:S:1:pos:R:3:forces:R:3 method="wB97M-V/def2-TZVPD" largest_force_ha_per_bohr=0.103 multiplicity=1 orbital_gap_ev=8.17 energy_ev=-16932.234 lumo_energy_ev=-0.2 homo_energy_ev=-8.378 relative_energy_ev=0.797
C 0.56358 -0.30803 1.47864 0.20 0.09 -0.42
C -1.74949 -0.02342 1.04955 -0.30 0.08 -1.03
C 0.57976 0.08354 -0.81965 -5.23 -0.10 0.67
N 1.17648 -0.08682 0.27221 1.34 -0.07 0.18
N -0.66439 -0.25150 1.82383 0.19 -0.19 1.02
N 1.01711 0.28936 -2.04066 0.62 0.12 -0.65
P -1.89915 0.09573 -0.63922 3.17 0.05 0.23
H 1.26748 -0.56109 2.26581 0.02 0.03 -0.03
H -2.65503 0.04086 1.65416 -0.12 0.02 -0.23
H 2.00600 0.32218 -2.25161 -0.02 -0.01 0.09
H 0.35765 0.39917 -2.79305 0.14 -0.02 0.18